(1)
Entry from OMol25: C36H31BrClIrN5O5S as an isolated structure at a distorted geometry (ωB97M-V/def2-TZVPD).

## Properties
Energy relative to the best compared isomer or geometry (same formula, charge and spin): 127.6 kcal per mole
Kohn-Sham gap (spin up / spin down): 5.4 / 5.4 eV
LUMO level (spin up / spin down): -4.930 / -4.931 eV
DFT total energy: -5576.84283 Ha
Net charge: +1
HOMO level (spin up / spin down): -10.3 / -10.3 eV

CARTESIAN COORDINATES (ANGSTROEM)
Ir: 0.42 -0.09 -0.51
Br: 5.53 -5.58 -1.64
Cl: -3.89 0.01 -2.58
S: 2.65 0.60 2.43
O: -1.10 -1.81 -1.37
O: 3.07 -1.01 -0.70
O: -0.81 0.00 -2.53
O: 1.00 -2.22 0.42
O: 1.60 0.42 1.38
N: 0.40 -6.32 0.15
N: -1.46 0.64 0.43
N: -4.72 8.95 0.34
N: 0.74 2.01 -0.96
N: -0.73 -4.49 -0.46
C: 1.88 2.47 -1.47
C: 4.23 -0.36 -1.18
C: -3.59 -6.85 -0.56
C: 1.96 3.88 -1.34
C: -1.65 -5.51 -0.38
C: -3.57 5.93 -0.92
C: -3.40 1.83 0.57
C: 0.49 -5.05 -0.17
C: 3.80 1.91 1.78
C: -2.01 1.90 0.26
C: -2.44 -0.17 0.82
C: -1.91 5.15 1.17
C: 3.72 3.09 2.74
C: 1.76 -4.38 -0.36
C: -4.14 7.96 0.28
C: 1.89 1.78 3.63
C: 2.84 -5.16 -0.79
C: -3.67 0.53 0.91
C: -1.53 -7.89 0.18
C: 0.01 3.10 -0.52
C: -3.00 -5.60 -0.68
C: -1.31 3.05 -0.07
C: -1.47 -1.03 -2.29
C: -0.91 -6.65 0.04
C: -2.04 4.34 0.04
C: 0.78 4.28 -0.76
C: -2.77 -1.30 -3.03
C: -2.87 -7.97 -0.13
C: -3.44 6.74 0.21
C: 4.03 -4.54 -1.12
C: -2.88 4.73 -1.00
C: -2.60 6.34 1.25
C: 1.93 -3.00 -0.21
C: 3.09 -2.37 -0.69
C: 4.15 -3.15 -1.12
C: 2.25 3.18 3.15
H: 2.10 3.91 3.93
H: -3.21 -2.24 -2.71
H: 2.77 4.50 -1.67
H: 2.31 1.56 4.60
H: 4.08 0.71 -1.03
H: 4.80 1.49 1.70
H: -0.95 -8.75 0.48
H: 3.42 2.17 0.79
H: 0.47 5.28 -0.52
H: -3.57 -4.75 -1.01
H: -4.60 0.10 1.23
H: -3.38 -8.92 -0.07
H: 4.07 4.01 2.26
H: -4.22 6.24 -1.73
H: 4.39 -0.56 -2.24
H: -1.27 4.84 1.98
H: 2.72 -6.22 -0.86
H: 5.12 -0.67 -0.61
H: 5.07 -2.72 -1.47
H: -2.99 4.10 -1.86
H: -2.51 6.97 2.13
H: 0.82 1.58 3.63
H: 2.57 1.81 -1.95
H: 0.23 -2.76 0.68
H: -4.63 -6.96 -0.82
H: 1.63 3.45 2.29
H: 4.34 2.90 3.62
H: -2.64 -1.27 -4.11
H: -2.26 -1.20 1.04
H: -0.92 -3.58 -0.87
H: -4.09 2.65 0.52

---

(2)
Entry from OMol25: C36H31BrFeN2OP2Te as an isolated structure at a distorted geometry (ωB97M-V/def2-TZVPD).

## Properties
Spin multiplicity: 6
Kohn-Sham gap (spin up / spin down): 8.1 / 6.5 eV
LUMO level (spin up / spin down): -2.344 / -4.401 eV
DFT total energy: -6363.37687 Ha
Net charge: +1
HOMO level (spin up / spin down): -10.5 / -10.9 eV

CARTESIAN COORDINATES (ANGSTROEM)
Te: 2.55 0.32 1.46
Br: -4.40 0.07 -0.79
Fe: -1.36 -1.08 -1.39
P: -0.87 -0.14 0.74
P: 1.10 -0.83 -1.32
O: -1.57 0.27 -2.57
N: 1.35 4.78 3.15
N: -3.33 -2.44 -1.29
C: -0.36 -0.95 3.42
C: -1.57 3.82 1.20
C: 0.02 -3.25 4.01
C: 2.68 -1.71 -1.05
C: 5.06 -2.00 -1.30
C: 2.42 3.35 1.56
C: 1.29 2.41 3.44
C: -1.44 1.43 1.44
C: -5.74 -3.65 -1.94
C: 0.87 0.09 0.23
C: -4.47 -1.75 -1.30
C: -2.94 2.70 2.82
C: 2.18 2.71 -3.14
C: -3.39 -3.74 -1.58
C: 4.99 -3.20 -0.61
C: -0.03 -1.91 4.36
C: 1.69 0.08 -3.86
C: 1.59 0.46 -2.52
C: 3.77 -3.65 -0.11
C: -2.42 1.48 2.42
C: -1.03 2.61 0.81
C: -5.70 -2.31 -1.61
C: 2.62 -2.91 -0.33
C: 2.06 4.60 2.05
C: 0.97 3.70 3.83
C: 2.28 2.32 -4.47
C: -1.50 1.44 -3.32
C: -0.66 -2.68 1.78
C: 2.04 1.00 -4.82
C: -0.31 -3.64 2.72
C: -0.67 -1.32 2.12
C: 3.91 -1.25 -1.52
C: -4.57 -4.39 -1.91
C: 2.00 2.23 2.26
C: 1.84 1.78 -2.16
C: -2.52 3.87 2.20
H: -0.93 -2.98 0.77
H: 1.51 -0.96 -4.13
H: 0.20 -1.61 5.38
H: -0.28 2.57 0.03
H: 3.01 3.26 0.66
H: -1.24 4.74 0.72
H: -6.59 -1.70 -1.59
H: -2.46 -4.28 -1.53
H: 1.67 -3.26 0.05
H: 0.98 1.57 4.05
H: 2.38 5.51 1.54
H: 6.01 -1.63 -1.67
H: 2.13 0.70 -5.86
H: -4.56 -5.45 -2.13
H: -2.95 4.82 2.50
H: -2.50 1.78 -3.62
H: 1.78 2.08 -1.12
H: 2.38 3.74 -2.86
H: -2.77 0.56 2.89
H: 5.88 -3.79 -0.47
H: 0.31 -3.99 4.74
H: -6.69 -4.12 -2.18
H: 0.41 3.88 4.74
H: 3.96 -0.31 -2.05
H: -0.30 -4.68 2.45
H: -0.89 1.30 -4.22
H: -1.04 2.25 -2.73
H: -3.69 2.74 3.60
H: 2.54 3.05 -5.22
H: 3.72 -4.58 0.44
H: -0.42 0.09 3.70

---

(3)
Entry from OMol25: a 7-piece molecular cluster, C36H31F7O6 overall at a distorted geometry (ωB97M-V/def2-TZVPD).

## Properties
Kohn-Sham gap: 9.5 eV
LUMO level: 0.352 eV
DFT total energy: -2540.87913 Ha
Net charge: 0
HOMO level: -9.2 eV
SMILES string: O=C1OC[C@@H](F)O1.O=C1OC[C@@H](F)O1.Fc1ccccc1.Fc1ccccc1.Fc1ccccc1.Fc1ccccc1.Fc1ccccc1

CARTESIAN COORDINATES (ANGSTROEM)
F: 9.73 10.92 15.39
F: 12.66 5.25 15.10
F: 14.80 9.07 7.89
F: 10.12 6.66 10.86
F: 10.07 7.02 20.56
F: 14.24 15.91 16.02
F: 20.77 7.68 11.71
O: 17.54 10.03 12.65
O: 8.46 6.63 19.00
O: 17.64 7.80 12.38
O: 7.61 7.60 17.19
O: 9.80 7.22 17.33
O: 19.48 8.95 13.09
C: 10.07 8.03 11.00
C: 10.01 10.71 11.69
C: 8.45 10.80 17.37
C: 12.78 8.91 14.65
C: 9.71 6.25 19.44
C: 17.26 11.45 9.17
C: 10.77 10.52 18.88
C: 8.92 8.74 10.92
C: 13.64 13.87 15.05
C: 16.73 10.34 8.55
C: 13.92 9.01 13.88
C: 12.34 7.60 15.07
C: 18.66 6.83 12.50
C: 15.34 10.12 8.63
C: 16.38 12.34 9.84
C: 8.52 7.21 17.78
C: 14.59 14.68 15.57
C: 14.50 10.92 9.38
C: 15.03 12.06 9.97
C: 15.91 14.28 15.65
C: 14.08 12.69 14.47
C: 11.21 8.64 11.42
C: 15.39 12.25 14.46
C: 10.59 6.57 18.24
C: 14.63 7.91 13.56
C: 16.34 13.09 15.01
C: 18.12 9.02 12.75
C: 13.08 6.47 14.71
C: 14.22 6.65 13.95
C: 11.21 10.00 11.77
C: 9.66 10.79 16.78
C: 19.92 7.67 12.80
C: 9.50 10.34 19.51
C: 8.33 10.48 18.76
C: 8.90 10.11 11.22
C: 10.84 10.83 17.52
H: 10.82 5.64 17.74
H: 7.37 10.44 19.24
H: 9.41 10.21 20.57
H: 11.83 11.06 17.11
H: 12.61 14.09 15.04
H: 11.46 7.14 18.49
H: 13.40 10.66 9.38
H: 15.53 7.94 12.93
H: 7.57 10.91 16.74
H: 20.52 7.30 13.63
H: 15.74 11.37 14.02
H: 11.49 7.56 15.73
H: 17.40 9.61 7.96
H: 18.48 6.10 13.30
H: 16.68 14.90 16.17
H: 12.24 9.77 14.97
H: 18.80 6.43 11.49
H: 12.13 10.44 12.15
H: 14.26 9.98 13.54
H: 17.40 12.85 15.18
H: 10.04 11.75 11.95
H: 7.98 8.22 10.63
H: 18.30 11.73 9.15
H: 11.68 10.48 19.51
H: 8.05 10.65 10.84
H: 12.14 8.07 11.50
H: 16.76 13.18 10.41
H: 14.73 5.78 13.62
H: 9.61 5.25 19.83
H: 13.30 12.06 14.09
H: 14.40 12.78 10.48

---

(4)
Entry from OMol25: one molecule with the formula C36H32BF3N2O2S at a distorted geometry (ωB97M-V/def2-TZVPD).

## Properties
Energy relative to the best compared isomer or geometry (same formula, charge and spin): 32.1 kcal per mole
Kohn-Sham gap: 3.1 eV
LUMO level: -1.553 eV
DFT total energy: -2373.53289 Ha
Net charge: 0
HOMO level: -4.7 eV

CARTESIAN COORDINATES (ANGSTROEM)
S: 0.42 2.59 1.86
F: 7.29 2.98 -1.42
F: 5.80 2.52 -2.97
F: 6.86 0.90 -1.97
O: -4.14 -0.09 0.27
O: -3.31 -1.24 2.09
N: 2.83 -2.56 -0.45
N: -3.74 -1.14 -2.46
C: 3.60 0.24 -3.40
C: -6.39 -0.12 3.69
C: 4.23 3.03 -0.70
C: -1.32 -0.78 0.37
C: 2.50 0.34 -2.57
C: 3.09 -1.87 -1.66
C: -4.98 0.10 1.35
C: 3.50 -3.73 0.06
C: -2.21 -1.43 -0.57
C: -4.38 -0.47 2.47
C: -0.17 1.71 3.22
C: 1.54 0.32 2.50
C: 0.92 0.56 0.12
C: -2.16 0.61 -1.96
C: 1.58 -0.68 -0.39
C: 2.30 -0.68 -1.65
C: 4.45 -0.86 -3.32
C: -5.03 -0.42 3.72
C: 3.08 2.85 0.11
C: 6.28 2.12 -1.75
C: -1.36 2.07 4.03
C: 1.51 1.17 1.28
C: 1.92 -1.85 0.27
C: 5.17 1.00 0.20
C: -1.10 1.08 -1.19
C: -0.59 0.36 -0.13
C: -4.50 -2.33 -2.02
C: 2.95 1.69 0.89
C: -2.68 -0.64 -1.75
C: 4.06 0.85 1.04
C: -4.60 -0.23 -3.20
C: -6.29 0.53 1.36
C: -7.01 0.32 2.54
C: 5.20 2.04 -0.71
C: 0.59 0.56 3.44
C: 4.25 -1.90 -2.42
B: -3.07 -0.87 0.73
H: -0.64 2.03 -1.46
H: -8.09 0.46 2.51
H: 5.30 -0.87 -3.98
H: -5.39 -0.82 -3.66
H: 3.80 1.07 -4.08
H: 4.34 3.91 -1.32
H: 3.01 -4.67 -0.22
H: -1.63 3.13 3.89
H: -4.94 -2.15 -1.02
H: -6.97 -0.31 4.58
H: -5.07 0.50 -2.52
H: 3.48 -3.69 1.15
H: 4.54 -3.77 -0.27
H: -2.21 -2.53 -0.60
H: 2.23 -0.53 2.51
H: -1.17 1.89 5.10
H: -5.31 -2.48 -2.74
H: 2.30 3.62 0.05
H: 1.86 1.24 -2.61
H: 1.66 -2.15 1.30
H: 5.02 -2.64 -2.25
H: 0.43 -0.03 4.33
H: -2.45 1.20 -2.83
H: 6.01 0.32 0.26
H: -0.78 -1.40 1.09
H: -6.75 0.93 0.46
H: -4.06 0.30 -3.98
H: -2.20 1.45 3.72
H: 4.03 0.00 1.72
H: -3.87 -3.23 -2.00
H: -4.49 -0.69 4.61
H: 1.17 1.25 -0.68